1.
12
Properties=species:S:1:pos:R:3:lowdin_charge:R:1 method="wB97M-V/def2-TZVPD" de_lowest_kj_mol=148.8 charge=0 homo_lumo_gap_ev=9.2 lumo_ev=0.90
S -2.86 0.02 -0.01 0.716
O 0.64 -1.43 0.01 0.042
N -1.58 -1.08 0.00 -0.310
C 1.76 -0.65 -0.01 -0.131
C 0.06 0.88 0.04 -0.121
C -0.39 -0.57 0.04 -0.479
C 1.58 0.68 -0.01 -0.052
H -0.26 1.40 -0.86 0.119
H 2.34 1.43 -0.10 0.102
H -3.80 -0.95 0.04 -0.140
H -0.24 1.46 0.91 0.117
H 2.72 -1.19 -0.04 0.136



2.
137
Properties=species:S:1:pos:R:3:lowdin_charge:R:1 method="wB97M-V/def2-TZVPD" charge=-1 homo_lumo_gap_ev=4.1 lumo_ev=2.08
O -6.83 -5.14 3.26 -0.201
O 0.57 -1.53 0.74 -0.244
O 7.46 -0.93 -6.48 -0.195
O 2.83 2.33 4.36 -0.192
O -3.94 -3.19 6.58 -0.209
O -7.16 -0.57 -0.46 -0.013
O 1.88 0.44 -2.63 -0.206
O 1.22 5.52 -8.30 -0.194
N 1.95 3.44 -6.42 0.045
N 3.57 2.54 1.56 0.042
N -2.05 2.49 1.47 -0.193
N 9.99 -1.13 -7.88 0.033
N -1.42 -3.36 5.14 0.045
N -5.65 -7.40 4.64 0.036
N 4.78 0.48 -2.53 0.044
N -6.04 0.04 1.50 0.028
C -7.39 -6.51 6.10 -0.077
C -1.98 -2.05 5.53 -0.419
C 0.98 4.47 -6.04 -0.424
C 7.63 -0.69 -5.10 -0.114
C -3.91 0.46 2.96 -0.198
C -6.08 -6.21 5.39 -0.424
C -1.20 -1.53 6.74 -0.068
C -3.52 2.70 1.54 -0.394
C -3.50 -2.13 5.75 -0.203
C -0.03 5.26 -8.92 -0.112
C 3.83 2.84 5.21 -0.121
C 0.17 -1.62 2.13 -0.125
C -7.01 -2.46 1.06 -0.024
C 2.64 -0.70 -3.03 -0.201
C 10.19 0.73 -6.31 -0.078
C -0.30 0.88 0.50 -0.167
C -6.72 -0.95 0.66 -0.425
C -1.81 1.45 0.42 -0.373
C 1.16 5.75 -6.90 -0.203
C -0.29 -0.64 0.00 -0.234
C 4.24 4.63 2.63 -0.085
C 7.91 0.11 -7.33 -0.207
C -6.12 -4.96 4.48 -0.202
C 9.43 0.18 -7.52 -0.431
C 4.07 -0.39 -3.49 -0.427
C 1.38 1.22 -3.71 -0.110
C 2.22 3.29 3.51 -0.191
C 4.16 0.25 -4.88 -0.064
C -0.42 3.88 -6.09 -0.065
C -3.74 -2.99 7.97 -0.108
C -4.21 2.01 2.80 -0.230
C -8.24 -5.13 3.39 -0.116
C -4.70 -0.49 1.94 -0.220
C 3.07 3.71 2.29 -0.424
H -5.33 -6.01 6.17 0.132
H -3.90 -1.17 6.11 0.118
H 2.78 1.99 1.23 0.066
H 7.45 -0.08 -8.31 0.120
H -4.88 -1.49 2.48 0.093
H 4.60 5.13 1.72 0.071
H -3.79 2.53 3.74 0.098
H -0.84 5.85 -8.47 0.091
H 11.20 1.04 -6.60 0.074
H -6.51 -4.09 5.02 0.122
H 0.71 -0.77 2.68 0.091
H 4.80 2.84 4.70 0.069
H -2.52 0.58 0.63 0.051
H 2.11 6.20 -6.63 0.120
H -0.61 3.30 -7.00 0.065
H 1.90 3.32 -7.43 0.072
H -3.89 -1.94 8.26 0.092
H -1.86 -3.65 4.27 0.069
H 9.65 -1.80 -7.19 0.069
H -4.21 0.15 4.02 0.086
H 4.03 1.93 2.24 0.066
H 6.91 -1.30 -4.55 0.081
H 7.47 0.36 -4.84 0.093
H 9.63 0.87 -8.35 0.133
H -1.70 -0.67 7.19 0.080
H -7.86 -2.53 1.80 0.079
H 4.82 -0.01 -1.64 0.072
H -7.85 -5.60 6.50 0.078
H 3.92 2.17 6.07 0.083
H 10.32 -0.01 -5.52 0.063
H -0.57 3.19 -5.26 0.068
H -4.45 -3.61 8.51 0.084
H -1.76 -4.04 5.82 0.065
H 5.17 0.17 -5.27 0.044
H -2.79 0.23 2.87 0.090
H -0.96 -1.57 2.28 0.084
H 2.09 -1.28 -3.78 0.120
H 1.30 2.82 3.13 0.118
H -1.36 -1.05 -0.12 0.115
H 4.61 -1.34 -3.55 0.126
H -3.66 3.85 1.63 0.077
H 0.39 6.49 -6.67 0.119
H 9.57 -1.43 -8.75 0.069
H -7.22 -7.19 6.94 0.074
H 4.17 1.28 -2.34 0.071
H 5.09 4.10 3.05 0.058
H 1.08 0.60 -4.56 0.093
H -4.72 -7.23 4.27 0.071
H -1.06 -2.29 7.51 0.060
H 2.12 1.95 -4.01 0.057
H -8.12 -7.01 5.45 0.061
H -8.60 -6.13 3.62 0.071
H 2.41 4.27 1.61 0.138
H -2.74 -3.32 8.26 0.072
H -4.10 -0.75 1.01 0.112
H 1.89 4.17 4.09 0.119
H -2.01 1.84 -0.64 0.088
H 0.33 1.50 -0.21 0.091
H 9.68 1.60 -5.89 0.079
H 8.63 -1.02 -4.78 0.074
H 7.50 1.08 -6.99 0.120
H 1.17 4.76 -5.00 0.139
H -1.80 -1.35 4.71 0.122
H 3.94 5.41 3.34 0.074
H -5.83 0.80 0.83 0.111
H -3.97 -2.31 4.78 0.104
H -5.35 2.18 2.83 0.089
H -5.10 -4.72 4.19 0.116
H 3.92 1.32 -4.87 0.060
H -4.07 2.38 0.58 0.084
H 0.11 1.04 1.54 0.078
H -8.67 -4.84 2.43 0.081
H 0.51 1.77 -3.35 0.084
H 3.59 3.84 5.57 0.088
H 2.70 -1.33 -2.13 0.124
H -8.58 -4.41 4.14 0.095
H -6.10 -2.99 1.53 0.071
H -0.26 4.19 -8.87 0.072
H 0.12 -0.62 -1.07 0.108
H 0.59 -2.59 2.56 0.089
H -0.20 -1.21 6.43 0.078
H -1.19 4.66 -6.02 0.081
H 2.89 3.80 -6.27 0.076
H -6.24 -7.47 3.81 0.068
H -7.27 -3.05 0.13 0.087
H 0.05 5.52 -9.98 0.085
H 3.48 -0.24 -5.58 0.084



3.
17
Properties=species:S:1:pos:R:3:lowdin_charge:R:1 method="wB97M-V/def2-TZVPD" de_lowest_kj_mol=401.4 charge=0 homo_lumo_gap_ev=9.9 smiles="C=CC.NCO" lumo_ev=0.88
O 0.57 -1.65 -2.07 -0.065
N 2.16 -1.34 -0.34 0.014
C 0.78 -1.49 -0.68 -0.405
C 0.04 1.76 1.33 -0.025
C -0.71 1.03 0.51 -0.278
C -2.21 0.95 0.59 -0.119
H 0.80 -0.82 -2.51 0.079
H -0.39 2.42 2.09 0.054
H -2.64 1.80 1.13 0.075
H -2.51 0.03 1.10 0.075
H -0.02 -0.69 0.01 0.121
H -0.01 0.31 -0.32 0.109
H 0.40 -2.41 -0.22 0.108
H 1.12 1.81 1.23 0.047
H 2.56 -0.50 -0.74 0.064
H -2.64 0.92 -0.41 0.071
H 2.70 -2.13 -0.70 0.075